Record 1
DFT (ωB97M-V/def2-TZVPD) results for C25H23N3O6S in the gas phase.

* LUMO: 0.33 eV
* net charge: 0
* SMILES: CC[C@H](Sc1nc2cc3c(cc2c(=O)n1Cc1ccco1)OCO3)C(=O)Nc1cccc(OC)c1
* HOMO: -8.13 eV
* multiplicity: 1

```
58
Properties=species:S:1:pos:R:3:forces:R:3:nbo_charge:R:1
H 1.70861 0.73292 1.87759 0.0 -0.1 0.1 0.24
H -3.10400 0.44939 -2.54027 0.0 0.1 0.0 0.24
H 5.20074 -3.18131 -2.03472 0.1 0.0 -0.1 0.22
H -3.66963 -2.35403 1.75865 0.0 0.0 0.0 0.21
H -7.09781 0.09862 -0.39637 -0.1 -0.1 -0.1 0.21
S -2.49650 -0.99343 -0.36045 -0.2 -0.3 0.1 0.31
H 2.42639 -0.46058 -0.25981 0.0 0.1 0.0 0.22
C -4.29446 1.39938 -1.06415 0.2 0.7 0.5 0.26
C -6.22780 0.72319 -0.36189 -0.4 0.4 0.7 0.09
H 3.80630 0.99433 -1.43110 0.0 0.0 0.0 0.18
H -1.97610 -2.90013 3.53373 0.0 0.0 0.1 0.20
H 0.75092 4.55751 -1.21180 0.0 0.1 -0.1 0.25
C 3.93076 -1.70518 -1.16398 -0.1 -0.2 0.0 0.33
C 2.06471 -3.76485 -0.88022 -0.3 -0.1 0.1 -0.31
C -2.26983 -3.63520 2.78677 0.0 0.0 -0.2 -0.60
C 1.51549 1.55228 1.20616 0.2 0.3 0.1 -0.31
C -1.09348 2.61960 -1.29548 0.2 0.0 0.0 0.67
C -5.87096 1.74342 0.46300 -0.2 -0.4 -0.2 -0.31
N -0.44813 0.46588 0.41669 -0.4 -0.2 0.1 -0.58
H 5.56281 1.10726 -1.15933 -0.1 0.0 0.0 0.20
C 2.69295 -1.45139 -0.59518 0.2 0.2 0.0 -0.37
C 2.09040 3.70724 0.24066 -0.3 -0.4 0.1 0.21
C 4.66182 0.54758 -0.91185 -0.1 0.2 0.1 -0.25
C -1.49203 0.43831 -0.34648 0.5 -0.4 0.5 0.34
H -6.42936 2.13472 1.28805 -0.2 0.0 0.2 0.23
C 2.35171 2.62833 1.10753 -0.2 0.2 -0.3 0.34
C 3.30449 -4.00695 -1.45002 0.1 0.2 0.0 -0.17
C 0.37104 1.55863 0.38544 0.0 0.7 -0.4 0.19
C 1.76066 -2.48031 -0.45228 0.2 -0.4 -0.2 0.26
O 3.52188 2.85315 1.76372 -0.4 -0.4 0.0 -0.48
H 4.07638 4.79900 2.15783 -0.1 -0.2 -0.2 0.16
O -1.44009 3.50631 -2.04573 0.0 0.2 -0.1 -0.60
C 0.10518 2.64002 -0.47026 0.1 -0.3 0.3 -0.20
C 0.97612 3.74117 -0.54702 0.4 0.1 0.2 -0.19
C 4.23431 -2.99885 -1.59375 0.1 0.1 0.0 -0.28
H -1.31058 -1.35832 1.66664 0.0 -0.1 0.0 0.25
H 0.46046 -1.15349 0.41352 -0.2 -0.3 0.0 0.43
H 4.99091 3.97252 0.85046 -0.3 0.0 0.1 0.16
O 3.09960 4.62089 0.35209 -0.3 0.1 -0.3 -0.47
O -0.73792 -4.01893 -0.06923 -0.1 -0.3 -0.1 -0.61
H -3.04622 -4.26654 3.21024 0.0 -0.1 0.1 0.22
O 4.90394 -0.76810 -1.34430 0.0 -0.3 -0.1 -0.49
H 4.49316 0.59244 0.16945 0.0 0.0 0.0 0.18
O -5.27871 0.50628 -1.28649 0.2 -0.2 -0.5 -0.40
C -0.58590 -2.86854 0.27237 0.0 0.4 0.2 0.67
N 0.54433 -2.13522 0.14373 0.3 0.2 0.1 -0.65
H 3.54559 -5.00401 -1.78576 0.0 -0.1 0.0 0.21
C -4.60680 2.18800 0.00462 0.3 -0.3 -0.6 -0.30
H -3.07561 2.23815 -2.61913 0.0 -0.3 0.1 0.28
H -1.41095 -4.25801 2.55138 0.1 -0.1 0.0 0.22
H -4.01533 2.98504 0.40713 0.2 0.2 0.0 0.23
H -3.05886 -3.70573 0.78728 -0.1 0.0 0.0 0.23
C -2.78508 -2.95068 1.52618 0.0 0.0 0.0 -0.41
C -1.71203 -2.05204 0.92550 -0.2 0.2 -0.3 -0.40
C 3.99779 4.10373 1.30741 1.1 0.6 0.4 0.23
N -1.86394 1.44992 -1.17515 0.1 0.1 0.0 -0.43
H 1.34051 -4.55358 -0.77187 0.0 0.0 0.0 0.25
C -3.09185 1.37019 -1.94975 -0.5 0.0 -0.3 -0.29
```
Forces are in eV/Å.

Record 2
DFT (ωB97M-V/def2-TZVPD) results for C25H23N5O3 in the gas phase.

* LUMO: -0.44 eV
* net charge: 0
* SMILES: CC[C@H](c1nc2ccccc2c(=O)n1CCCn1ccnc1)N1C(=O)c2ccccc2C1=O
* HOMO: -8.61 eV
* multiplicity: 1

```
56
Properties=species:S:1:pos:R:3:forces:R:3:nbo_charge:R:1
C -2.38002 -3.72234 0.65429 0.2 0.0 0.2 -0.09
H 1.29357 -3.57219 -2.53511 0.1 0.0 0.0 0.23
C -0.23188 -0.20852 1.54028 -0.4 -0.3 0.1 -0.24
H 5.75156 2.96890 3.32386 0.1 0.0 0.1 0.22
O 1.61942 0.30763 3.34766 0.1 0.0 0.2 -0.62
H -2.05828 -4.69169 0.33065 0.1 -0.2 0.0 0.21
H 0.19486 4.36604 -2.76313 0.0 0.1 -0.1 0.21
H -4.24385 -1.18121 0.39250 -0.1 0.3 0.0 0.21
H -1.08258 1.77399 -0.51627 0.1 -0.1 0.0 0.25
C 4.00234 3.26082 0.44501 0.0 0.0 0.1 -0.23
H -0.31806 -0.90958 0.70999 0.0 0.1 0.2 0.21
C -0.19751 -2.07656 -2.17901 -0.6 -0.3 -0.2 -0.14
N 1.92427 2.25311 -0.16177 -0.3 0.0 -0.5 -0.52
H -1.14573 -3.13588 2.40940 0.2 0.0 0.2 0.22
C 3.90257 1.98395 2.92579 0.0 0.0 0.0 -0.15
C 0.18200 2.29987 -2.17046 -0.1 0.1 0.2 -0.38
C 2.92456 2.42216 0.74995 0.1 -0.2 0.7 0.26
H 3.84118 1.47724 3.87700 0.0 0.0 0.1 0.24
H 5.83818 4.09097 1.13514 0.1 0.1 0.0 0.22
C -0.01944 3.77909 -1.87405 0.1 -0.1 -0.1 -0.61
H 4.02334 3.74328 -0.51911 0.0 0.1 -0.1 0.22
H -3.46787 -0.24637 2.75855 0.1 -0.1 0.1 0.22
N -0.41547 0.05983 -1.40988 0.0 0.3 0.2 -0.49
O 1.73344 -0.76415 -1.47804 0.0 -0.1 0.0 -0.54
H -2.03348 -1.01548 3.47514 -0.1 0.0 -0.1 0.21
O -2.69797 0.28495 -1.49743 -0.1 0.0 -0.1 -0.57
C 0.24389 -3.32453 -2.56397 0.0 0.2 0.1 -0.17
C 0.94576 1.46587 0.09165 0.3 0.3 -0.1 0.50
N 0.81398 0.76364 1.26522 0.3 0.1 0.2 -0.44
C 2.87900 1.78228 1.99693 0.3 0.3 -0.3 -0.21
C -1.91365 -2.96038 1.68469 0.2 -0.3 0.0 -0.11
H 1.21230 2.11568 -2.47179 0.0 -0.1 -0.1 0.23
C 5.00381 3.44612 1.36952 -0.1 0.0 -0.1 -0.18
H -2.10323 0.77059 1.00174 0.0 0.1 0.0 0.22
C -1.59582 0.39178 1.88952 0.1 -0.2 0.1 -0.42
N -3.38819 -3.07097 0.01727 -0.5 -0.1 -0.2 -0.48
C -3.53046 -1.93836 0.64872 -0.2 0.1 0.0 0.16
C -1.55837 -1.75092 -2.20541 0.4 -0.5 -0.3 -0.08
H -1.46134 1.21359 2.59457 0.0 0.0 0.0 0.22
H -1.04720 3.97363 -1.57434 -0.1 0.1 0.0 0.20
C -2.50748 -2.66182 -2.61953 0.2 0.2 -0.1 -0.14
C -2.48594 -0.67558 2.53964 0.1 0.7 0.1 -0.20
C -1.70768 -0.37465 -1.69407 0.0 0.1 0.1 0.69
H -3.55394 -2.40780 -2.62678 -0.1 0.0 0.0 0.24
C -2.05934 -3.91953 -3.01274 -0.1 0.1 0.0 -0.19
C 1.76296 0.90285 2.29661 -0.1 -0.1 0.0 0.67
N -2.66098 -1.81487 1.67890 -0.1 -0.3 -0.1 -0.35
H -2.77741 -4.65700 -3.33664 -0.1 -0.1 0.0 0.22
H 0.13004 -0.75918 2.41615 -0.1 0.1 -0.3 0.25
H 0.64846 4.09632 -1.07932 0.0 0.1 0.0 0.22
H -0.39748 -5.23209 -3.28737 0.0 -0.1 0.0 0.22
C 0.55374 -0.90278 -1.67472 0.1 0.0 0.0 0.69
C -0.71290 -4.24519 -2.98277 0.1 0.0 0.0 -0.19
C 4.95634 2.81048 2.61109 0.0 -0.1 0.2 -0.23
H -0.48308 2.00233 -2.98515 0.0 -0.1 0.1 0.21
C -0.14493 1.41262 -0.95855 -0.1 0.1 -0.4 -0.10
```
Forces are in eV/Å.

Record 3
DFT (ωB97M-V/def2-TZVPD) results for C25H23NO6 in the gas phase.

* LUMO: 0.15 eV
* net charge: 0
* SMILES: CCOc1ccccc1NC(=O)COC(=O)c1cccc(-c2ccc(OC(C)=O)cc2)c1
* HOMO: -8.26 eV
* multiplicity: 1

```
55
Properties=species:S:1:pos:R:3:forces:R:3:nbo_charge:R:1
H -2.18936 3.30677 -5.39562 0.0 0.0 0.0 0.23
H 2.17055 2.16346 4.69698 0.1 0.0 0.1 0.22
C -2.28848 2.52225 -4.66320 -0.2 0.1 -0.2 -0.18
C 1.47880 1.79182 -0.41905 0.0 0.1 0.0 -0.22
N 2.27395 -2.27170 2.95342 -0.3 0.6 -0.2 -0.63
H 1.34146 3.36749 3.69963 0.0 0.1 0.0 0.22
H -4.47224 0.15695 -3.63904 -0.1 -0.1 0.0 0.23
C -0.26721 0.99017 -1.88367 0.2 -0.1 0.2 -0.06
H -0.35798 2.85371 -3.83183 0.1 0.1 0.0 0.22
C -4.90847 3.13372 -5.90135 -0.3 0.6 -0.2 0.80
H -2.63515 -0.29450 -2.05321 0.0 -0.1 0.1 0.22
C 2.33359 -2.71334 5.36649 0.0 -0.1 -0.1 -0.24
C 1.41513 -0.65680 4.47318 0.1 -0.2 0.0 0.26
H 2.22945 -4.12295 0.49684 0.2 0.1 0.1 0.24
H 2.79451 -3.67176 5.19519 0.0 0.0 0.0 0.25
C 2.81176 -3.39711 2.44148 0.0 0.2 -0.5 0.66
H -0.17844 1.43290 4.09405 0.0 -0.1 -0.1 0.18
C -1.36675 1.25412 -2.82362 -0.2 0.0 -0.2 -0.06
H 2.54813 2.29252 2.97918 0.1 0.0 -0.1 0.21
H 2.01037 -1.54569 2.29677 0.1 -0.2 0.1 0.43
C 1.14110 -0.23134 5.76136 -0.1 0.1 -0.2 -0.29
C 1.83734 0.49360 -0.10578 0.0 -0.2 -0.1 -0.17
C -6.02994 2.98499 -6.89467 0.1 0.1 0.1 -0.71
C 0.43988 2.04062 -1.29894 0.0 -0.1 0.0 -0.17
C 1.44342 -1.97806 -0.35101 -0.3 -0.4 -0.1 0.79
C 1.13672 -0.56592 -0.67809 -0.1 0.3 0.0 -0.19
C -1.26349 2.26883 -3.77122 -0.1 -0.2 0.1 -0.21
H 0.15872 3.05912 -1.52244 0.0 0.1 0.0 0.22
O 0.76449 -2.91936 -0.67415 0.1 0.2 0.0 -0.58
H 2.01126 2.61911 0.02688 0.0 0.1 0.0 0.22
C -3.44656 1.76091 -4.60264 0.3 0.0 0.4 0.26
H 0.67563 0.72482 5.94181 0.0 0.1 0.0 0.22
O -4.44369 4.17516 -5.52935 0.0 -0.1 0.0 -0.58
C 0.08962 -0.31327 -1.55794 0.1 0.0 0.1 -0.10
C 2.02125 -1.91504 4.27940 0.0 0.1 0.2 0.17
H 1.23783 -0.69317 7.84134 0.0 0.0 0.1 0.21
H -6.75179 2.25701 -6.53534 0.0 -0.1 0.0 0.24
H 3.93003 -3.60317 0.61337 -0.1 0.1 0.1 0.22
H -6.50504 3.94775 -7.05452 0.0 0.0 0.0 0.24
C 0.65111 1.35647 3.38160 -0.1 0.5 0.0 -0.06
O -4.50700 1.91898 -5.48396 0.2 -0.6 0.1 -0.50
H 2.29690 -2.89676 7.49430 0.0 -0.1 0.1 0.22
H -5.62052 2.62295 -7.83581 0.0 -0.1 -0.1 0.24
O 3.19556 -4.36145 3.06373 0.1 -0.2 0.0 -0.61
O 1.13196 0.02947 3.31702 0.2 -0.5 0.2 -0.52
H -0.42607 -1.15392 -1.99696 -0.1 -0.1 0.0 0.23
C 1.74974 2.36088 3.71404 -0.2 -0.4 0.0 -0.64
C -2.53131 0.48897 -2.78839 0.2 0.1 0.0 -0.19
H 2.64953 0.29829 0.57614 0.1 0.0 0.1 0.23
C 1.45918 -1.04041 6.84349 0.0 -0.1 0.1 -0.21
O 2.57359 -2.08898 0.37714 0.2 0.3 0.0 -0.52
C -3.56572 0.74115 -3.66554 -0.2 0.2 -0.3 -0.22
C 2.05116 -2.27262 6.64949 -0.1 0.1 0.1 -0.22
C 2.90489 -3.36222 0.90663 0.0 -0.7 0.1 -0.18
H 0.26107 1.54777 2.37703 0.0 0.0 0.2 0.20
```
Forces are in eV/Å.

Record 4
DFT (ωB97M-V/def2-TZVPD) results for a molecular structure, C25H24BBrN8O2V.

* LUMO (spin up / spin down): -0.26 / -0.38 eV
* net charge: 0
* HOMO (spin up / spin down): -7.23 / -7.87 eV
* multiplicity: 4

```
62
Properties=species:S:1:pos:R:3:forces:R:3:lowdin_spin:R:1
C -1.13403 3.69024 2.87530 -0.1 0.1 0.0 0.00
H -2.59867 -0.31521 -3.23141 0.0 0.0 0.0 0.00
H -4.78239 -1.04161 -4.14195 0.0 0.0 0.0 0.00
C -2.43141 5.25564 4.15823 -0.1 0.1 0.0 0.00
C -0.27424 0.72798 2.91963 -0.5 0.4 -0.3 0.01
O -2.63736 -3.63185 -0.14025 -0.2 -0.1 -0.1 0.00
H 1.39284 -4.43095 -0.45980 0.0 0.0 0.0 0.00
C 4.03224 -0.25443 1.66989 -0.2 0.1 0.2 0.01
H -2.75390 4.74377 6.21987 0.0 0.0 0.0 0.00
H -2.51587 0.14083 -0.23223 -0.1 -0.2 -0.1 0.00
C 0.93252 2.07142 -2.96118 0.2 -0.1 0.0 0.00
Br 0.77530 -0.84875 3.10962 0.0 -0.3 0.1 0.04
H 3.27760 -2.62957 -3.87547 0.0 0.0 0.0 0.00
H -1.50234 2.61765 6.06560 0.0 0.0 0.0 0.00
N 3.17684 -0.37104 0.66270 0.1 0.0 -0.2 0.01
H -0.63013 3.42588 1.95493 0.0 0.0 0.0 0.00
C -1.03188 2.85908 3.98850 0.2 -0.4 0.0 0.00
H 0.49710 2.82650 -3.59129 0.0 0.0 0.0 0.00
C -4.38563 -3.35158 -1.68998 0.0 0.0 -0.1 0.00
C 5.21429 -0.13577 -0.16028 0.1 0.1 -0.2 0.01
C -0.30048 1.57266 3.95059 -0.1 0.2 -0.1 0.01
N -0.75905 0.10955 0.68265 -0.1 -0.1 -0.2 0.00
B 3.34647 -0.55932 -1.89036 0.0 0.1 -0.1 0.00
H 5.94578 -0.06233 -0.94809 0.0 0.0 0.1 0.00
C 1.89854 -3.79761 -1.17106 -0.1 -0.1 0.2 0.01
N 2.24496 0.48588 -2.16736 -0.1 0.0 0.6 0.00
H 3.66143 -0.26986 2.68281 0.1 0.0 0.0 0.00
H -2.04015 1.35088 1.74434 0.0 0.0 0.0 0.00
H 2.20656 -5.01427 -3.00948 0.0 0.0 0.0 0.00
C 2.02884 1.26559 -3.22605 0.0 0.1 -0.1 0.00
C 0.54212 1.69207 -1.67797 0.0 0.1 0.3 0.00
H -4.86250 -4.21619 -1.24680 0.0 0.0 0.0 0.00
C -1.60444 3.25541 5.19582 -0.1 0.1 0.0 0.00
H -1.91291 5.52441 2.09198 0.0 0.0 0.0 0.00
N 2.17895 -2.54102 -0.84884 -0.2 0.3 -0.3 0.01
N 3.92031 -0.29286 -0.47554 -0.2 -0.3 0.1 0.00
C 5.34156 -0.09217 1.21062 0.0 0.0 0.0 0.00
N 2.74115 -1.98452 -1.95375 0.4 0.0 0.6 0.01
N -1.53412 -0.02579 -0.41682 0.1 0.1 0.4 0.00
H 6.24011 0.04244 1.78582 0.0 0.0 0.0 0.00
C -4.96569 -2.67229 -2.74559 0.0 0.0 0.0 0.00
C -2.30772 4.44703 5.27991 0.1 -0.1 0.0 0.00
C -1.84017 4.88250 2.96017 0.1 -0.1 0.0 0.00
V 1.05566 -1.04462 0.34005 0.4 0.0 -0.9 2.77
C -3.11345 -1.16607 -2.79378 0.0 0.1 -0.1 0.00
C 2.29528 -4.08413 -2.47715 0.0 0.1 0.0 0.00
H 0.23414 1.30615 4.85449 0.0 0.0 0.0 0.00
C -2.51246 -1.82715 -1.72789 -0.1 0.0 0.0 0.00
H -1.73404 -3.24787 0.00087 0.1 0.1 0.1 0.00
H -5.91727 -3.01160 -3.13661 0.0 0.0 0.0 0.00
H -0.54135 -1.01997 -1.99188 -0.1 0.1 0.0 0.00
C -3.15886 -2.93823 -1.17058 0.0 -0.1 0.1 0.00
H 4.22996 -0.45910 -2.70381 -0.1 0.0 0.0 0.00
C -1.10682 0.79458 1.69774 0.5 -0.1 0.6 0.03
H -0.27138 2.06761 -1.07956 0.0 0.0 -0.1 0.00
H 2.68283 1.20407 -4.08125 -0.1 0.0 0.0 0.00
C -1.20801 -1.31743 -1.16774 -0.1 0.0 0.4 0.01
N 1.33415 0.74124 -1.18650 -0.1 -0.7 -0.7 0.01
H -2.97755 6.18799 4.22296 0.0 0.0 0.0 0.00
C -4.33467 -1.56841 -3.31026 0.0 -0.1 0.1 0.00
O -0.57359 -2.17248 -0.30440 0.3 0.5 -0.1 0.02
C 2.82702 -2.89299 -2.93215 0.1 0.0 -0.1 0.01
```
Forces are in eV/Å.

Calculated max |F| in order - 1.30; 0.79; 0.74; 1.00 eV/A
Calculated energy above the lowest of the compared OMol25 structures with the same formula, charge and spin in order - 0.00; 7.96; 15.72; 0.00 kcal per mole